The following is a DFT calculation (the ωB97M-V functional and the def2-TZVPD basis) of an isolated molecule of C14H16N4O4S2 in a non-equilibrium geometry.

Output
LUMO	0.0127	Eh
SMILES	CCOC(=O)Cc1csc(NC(=O)CSc2nc(C)cc(=O)[nH]2)n1
net charge	0
Kohn-Sham gap	8.8	eV
energy	-50600.0312	eV
energy relative to the best compared isomer or geometry (same formula, charge and spin)	0.0	kcal/mol
HOMO energy	-8.430	eV

Positions of all 40 atoms, in Å:
C (-1.29795, -2.59017, -2.34135)
C (-1.31058, -3.61356, -1.21517)
H (-0.29754, -3.97300, -1.00838)
H (-1.96196, -4.45649, -1.45270)
O (-1.85520, -3.04518, -0.01903)
C (-1.02654, -2.35283, 0.75518)
O (0.15562, -2.24521, 0.56684)
C (-1.79254, -1.67775, 1.88468)
C (-2.53551, -0.54599, 1.24978)
C (-3.84800, -0.53533, 0.89864)
S (-4.24298, 0.91133, 0.04429)
C (-2.55527, 1.39602, 0.22086)
N (-1.83466, 0.55681, 0.87166)
N (-2.13036, 2.56231, -0.34623)
C (-0.84586, 3.04370, -0.51170)
O (-0.67919, 4.07762, -1.10899)
C (0.26839, 2.24924, 0.10938)
H (0.04158, 2.02811, 1.15218)
H (1.21135, 2.78594, 0.00746)
S (0.50794, 0.63539, -0.71670)
C (2.17260, 0.32653, -0.24689)
N (2.91843, 1.30463, 0.14219)
C (4.21518, 1.02417, 0.45897)
C (4.72843, -0.22968, 0.35219)
C (3.90668, -1.33782, -0.06299)
O (4.23142, -2.49957, -0.17174)
N (2.58582, -0.94817, -0.35369)
H (1.91035, -1.68564, -0.53048)
H (5.75548, -0.44438, 0.59735)
C (5.01033, 2.20156, 0.91669)
H (4.56437, 2.61386, 1.82007)
H (6.03999, 1.92168, 1.11602)
H (4.98318, 2.97807, 0.15482)
H (-2.84254, 3.12973, -0.79269)
H (-4.59537, -1.27896, 1.08121)
H (-2.48692, -2.38404, 2.33546)
H (-1.07983, -1.30138, 2.61684)
H (-0.89228, -3.04302, -3.24108)
H (-2.30809, -2.24203, -2.54329)
H (-0.68337, -1.73485, -2.06694)



The following is a DFT calculation (the ωB97M-V functional and the def2-TZVPD basis) of C14H16N4O9V as an isolated structure in a non-equilibrium geometry.

Output
LUMO (alpha / beta)	-0.1518 / -0.1235	Eh
net charge	+1
spin multiplicity	3
Kohn-Sham gap (alpha / beta)	8.3 / 9.2	eV
energy	-64842.9453	eV
energy relative to the best compared isomer or geometry (same formula, charge and spin)	0.0	kcal/mol
HOMO energy (alpha / beta)	-12.398 / -12.551	eV

Positions of all 44 atoms, in Å:
V (-9.85667, -10.03381, -3.66084)
C (-8.97477, -7.54399, -2.29741)
O (-8.53105, -8.84896, -2.59257)
C (-7.15037, -9.14150, -2.77714)
C (-6.99987, -9.60822, -4.20065)
O (-7.93506, -10.69813, -4.31429)
C (-7.67710, -11.62861, -5.41595)
H (-8.70469, -7.27780, -1.28319)
H (-10.06647, -7.54050, -2.40034)
H (-8.57559, -6.82001, -3.02085)
H (-6.91903, -9.95370, -2.06339)
H (-6.50503, -8.28604, -2.62406)
H (-6.00156, -9.99513, -4.35225)
H (-7.30013, -8.84937, -4.93418)
H (-8.04108, -11.22420, -6.37167)
H (-8.26301, -12.52476, -5.25595)
H (-6.62370, -11.82163, -5.44280)
O (-11.22309, -12.68924, -6.30012)
C (-10.99461, -11.63326, -5.81231)
O (-10.73317, -11.43727, -4.55037)
C (-10.98986, -10.41644, -6.70725)
C (-11.27923, -10.56621, -8.07269)
C (-11.16567, -9.47658, -8.93668)
C (-10.59226, -8.28587, -8.52413)
C (-10.25260, -8.17528, -7.21276)
C (-10.46672, -9.19544, -6.25331)
O (-10.22599, -8.89720, -4.96523)
N (-9.78908, -6.85202, -6.65094)
O (-8.68128, -6.80466, -6.18083)
O (-10.52661, -5.90106, -6.78034)
N (-11.57502, -9.69350, -10.35109)
O (-11.94390, -10.80374, -10.65612)
O (-11.50554, -8.73518, -11.08987)
H (-11.62279, -11.49057, -8.46499)
H (-10.47265, -7.39297, -9.09992)
N (-13.45136, -9.67899, -1.35721)
C (-12.62860, -9.74523, -0.26906)
C (-11.35920, -9.82685, -0.77418)
N (-11.39704, -9.78166, -2.14097)
C (-12.68784, -9.75081, -2.47348)
H (-14.45147, -9.70795, -1.37429)
H (-12.94455, -9.74276, 0.76046)
H (-10.45180, -9.83716, -0.21813)
H (-13.08293, -9.72863, -3.49701)



The following is a DFT calculation (the ωB97M-V functional and the def2-TZVPD basis) of a 2-piece molecular cluster, C14H16O overall in a non-equilibrium geometry.

Output
LUMO	0.0307	Eh
SMILES	Cc1ccc(O)cc1.Cc1ccccc1
net charge	0
Kohn-Sham gap	9.3	eV
energy	-16822.9233	eV
energy relative to the best compared isomer or geometry (same formula, charge and spin)	53.3	kcal/mol
HOMO energy	-8.444	eV

Positions of all 31 atoms, in Å:
C (-2.62964, 0.53036, -0.65181)
C (-0.65818, -1.79990, -2.99144)
C (-0.28494, -0.97110, -4.04239)
C (-1.26922, -1.25941, -1.86998)
C (-1.64820, 0.08638, -1.78544)
C (-0.60810, 0.40347, -3.95916)
C (-1.26807, 0.91783, -2.81558)
O (0.82027, -1.28198, -4.83997)
H (-0.18444, -2.82990, -2.80413)
H (-1.44269, -1.99082, -0.96634)
H (-0.24531, 1.05630, -4.75345)
H (1.02205, -0.59498, -5.41827)
H (-2.21829, 1.29596, 0.01463)
H (-3.09033, -0.33617, -0.14032)
H (-1.47653, 1.96479, -2.67219)
H (-3.52917, 1.11403, -1.00938)
C (0.33925, -1.46799, 3.60836)
C (2.85347, 1.11843, 2.67527)
C (2.34449, 0.01410, 3.32051)
C (2.03150, 1.87090, 1.90096)
C (1.07041, -0.33159, 2.90532)
C (0.80088, 1.49993, 1.47258)
C (0.23500, 0.34382, 2.01756)
H (3.80035, 1.59213, 2.76414)
H (2.90356, -0.72083, 4.09021)
H (2.29981, 2.88381, 1.50658)
H (0.24166, 2.17217, 0.82975)
H (0.93400, -2.41633, 3.72436)
H (-0.65444, -1.78298, 3.28129)
H (-0.72455, 0.03735, 1.92732)
H (0.23539, -1.11778, 4.68102)



The following is a DFT calculation (the ωB97M-V functional and the def2-TZVPD basis) of a 2-piece molecular cluster, C14H16O overall in a non-equilibrium geometry.

Output
LUMO	0.0299	Eh
SMILES	Cc1ccc(O)cc1.Cc1ccccc1
net charge	0
Kohn-Sham gap	9.1	eV
energy	-16822.4518	eV
energy relative to the best compared isomer or geometry (same formula, charge and spin)	64.2	kcal/mol
HOMO energy	-8.269	eV

Positions of all 31 atoms, in Å:
C (-0.65026, 2.50411, 0.64698)
C (-0.80981, 0.16169, 1.34062)
C (-0.56460, 1.48032, 1.70761)
C (-0.37115, -0.92992, 2.07774)
C (0.29120, 1.67159, 2.82043)
C (0.28236, -0.64696, 3.32523)
C (0.65648, 0.68387, 3.72224)
O (0.63987, -1.62339, 4.22446)
H (-1.33091, 0.12813, 0.43157)
H (-0.40939, -2.05903, 1.93463)
H (-1.30848, 2.25386, -0.30173)
H (0.33198, 2.64423, 0.29255)
H (0.71317, 2.68301, 2.94636)
H (1.34160, 0.71064, 4.61792)
H (0.15778, -2.44780, 3.95331)
H (-1.04711, 3.43671, 1.00499)
C (1.57181, -1.78614, -0.93534)
C (0.75095, 0.36353, -2.10561)
C (0.56500, -1.05722, -1.85078)
C (-0.08306, 1.00407, -2.99487)
C (-1.13206, 0.21196, -3.62992)
C (-0.29142, -1.81889, -2.55487)
C (-1.33889, -1.07741, -3.31806)
H (1.31965, 0.91270, -1.43564)
H (0.04258, 2.02035, -3.08786)
H (1.43256, -2.78592, -1.17885)
H (1.06919, -1.48825, 0.05321)
H (-2.03209, 0.85375, -4.13703)
H (-0.44985, -2.83880, -2.55033)
H (-1.90509, -1.79389, -3.92288)
H (2.55797, -1.37094, -1.09608)



The following is a DFT calculation (the ωB97M-V functional and the def2-TZVPD basis) of a 2-piece molecular cluster, C14H16O overall in a non-equilibrium geometry.

Output
LUMO	0.0291	Eh
SMILES	Cc1ccc(O)cc1.Cc1ccccc1
net charge	0
Kohn-Sham gap	9.2	eV
energy	-16821.7153	eV
energy relative to the best compared isomer or geometry (same formula, charge and spin)	81.2	kcal/mol
HOMO energy	-8.360	eV

Positions of all 31 atoms, in Å:
C (-0.12319, -2.57400, 1.64138)
C (-2.20122, -2.88026, -1.96236)
C (-0.90493, -2.37006, -1.84916)
C (-2.79164, -3.54415, -0.87207)
C (-0.18310, -2.35192, -0.62510)
C (-2.11548, -3.42565, 0.36932)
C (-0.80128, -2.94289, 0.37807)
H (-2.87608, -2.76557, -2.87821)
H (-0.37240, -2.19166, -2.83839)
H (-3.77101, -4.18378, -0.77044)
H (0.85768, -1.97934, -0.49043)
H (-2.41582, -4.12681, 1.14608)
H (0.77157, -3.03504, 1.57989)
H (-0.71906, -2.75781, 2.64387)
H (-0.09601, -1.48999, 1.72644)
C (2.46912, 3.47537, 2.00546)
C (-0.00269, 2.14981, -1.17479)
C (0.23033, 1.29754, -0.15331)
C (0.93357, 3.22594, -1.31204)
C (1.00594, 1.80255, 0.87886)
C (1.84393, 3.61126, -0.40464)
C (1.71615, 3.03805, 0.88041)
O (-0.87709, 1.91846, -2.24834)
H (-0.43733, 0.50445, -0.01407)
H (-1.54039, 1.41961, -1.77649)
H (1.12427, 3.64897, -2.38268)
H (0.84945, 1.25943, 1.85461)
H (2.42221, 4.48419, -0.64699)
H (3.53921, 3.43526, 2.03238)
H (2.40350, 2.80872, 2.88334)
H (2.06179, 4.53931, 2.37940)



The following is a DFT calculation (the ωB97M-V functional and the def2-TZVPD basis) of a 2-piece molecular cluster, C14H16O overall in a non-equilibrium geometry.

Output
LUMO	0.0307	Eh
SMILES	Cc1ccc(O)cc1.Cc1ccccc1
net charge	0
Kohn-Sham gap	9.5	eV
energy	-16824.6964	eV
energy relative to the best compared isomer or geometry (same formula, charge and spin)	12.4	kcal/mol
HOMO energy	-8.690	eV

Positions of all 31 atoms, in Å:
C (1.35585, 1.25766, 1.58084)
C (2.91491, 0.75527, -1.86632)
C (3.48794, -0.48697, -1.72491)
C (2.24251, 1.31331, -0.78150)
C (2.08102, 0.63436, 0.42336)
C (3.27888, -1.22677, -0.55558)
C (2.64042, -0.64349, 0.50861)
O (4.32203, -0.98354, -2.70662)
H (3.06224, 1.37468, -2.74076)
H (1.84262, 2.32476, -0.84422)
H (3.78033, -2.18601, -0.55449)
H (3.90246, -1.71342, -3.20120)
H (0.91880, 2.22335, 1.32050)
H (1.99061, 1.39890, 2.46123)
H (2.52069, -1.12984, 1.47221)
H (0.57682, 0.57307, 1.88194)
C (-4.41504, 2.00070, 0.80065)
C (-3.44829, -1.55607, -0.01856)
C (-4.04474, -0.31374, -0.10408)
C (-2.30720, -1.76040, 0.77651)
C (-3.61463, 0.72624, 0.72126)
C (-1.80085, -0.67710, 1.45270)
C (-2.46912, 0.55396, 1.47212)
H (-3.77345, -2.35153, -0.67234)
H (-4.88585, -0.19447, -0.79376)
H (-1.82242, -2.72082, 0.84420)
H (-0.90772, -0.77312, 2.04853)
H (-5.41530, 1.88553, 0.38766)
H (-3.90086, 2.73049, 0.17030)
H (-2.13647, 1.30153, 2.17449)
H (-4.33165, 2.45357, 1.78670)